Density functional theory data (wB97M-V/def2-TZVPD) for a structure of composition C19H40NP3PbS.

The calculation puts the gap between HOMO and LUMO (alpha / beta) at 0.2108 / 0.1368 hartree. The total energy comes out at -65748.34388 eV. Its spin multiplicity is 1. The calculation puts the HOMO energy (alpha / beta) at -19.8 / -19.7 eV. For the molecular weight, the calculation gives 614.73 g mol⁻¹. The total charge is +4.

```
65
Properties=species:S:1:pos:R:3:lowdin_charge:R:1
Pb -0.46554 0.09189 1.30326 0.992
P 2.03896 1.27647 2.29944 0.778
P -2.25529 2.09025 1.64019 0.701
P 0.59852 1.21164 -0.91755 0.612
H -0.63408 -4.10352 -0.08634 0.068
C 0.29634 -3.92221 -0.65583 -0.083
C 1.50909 -3.83767 -0.08548 -0.045
H 1.64016 -3.94698 0.99879 0.065
C 2.58514 0.82573 3.98987 -0.246
C 2.01623 3.10661 2.45028 -0.203
C 3.60912 0.87831 1.44226 -0.219
C -3.82060 1.53521 0.86032 -0.223
C -2.74992 2.41871 3.35393 -0.229
C -1.97614 3.73405 0.90331 -0.205
C 1.77637 0.04802 -1.66434 -0.261
C 1.33972 2.82751 -1.23778 -0.222
C -0.88955 1.26088 -1.95793 -0.299
H 0.18492 -3.82923 -1.74452 0.005
H 2.39851 -3.67986 -0.69940 0.064
H 2.47657 -0.25633 4.11206 0.065
H 1.96891 1.31760 4.74547 0.047
H 3.63294 1.09128 4.16669 0.084
H 1.20555 3.39358 3.13493 0.059
H 1.82798 3.57902 1.47838 0.033
H 2.97080 3.47016 2.85520 0.096
H 3.71059 -0.21731 1.43248 0.075
H 4.44032 1.31186 2.01493 0.087
H 3.61451 1.25369 0.41301 0.029
H -4.59236 2.31642 0.95663 0.092
H -4.16173 0.61053 1.35169 0.072
H -3.63349 1.31405 -0.20176 0.050
H -3.61137 3.10024 3.38088 0.094
H -1.89817 2.86516 3.88059 0.057
H -2.99656 1.46914 3.84600 0.062
H -2.83107 4.39611 1.11517 0.098
H -1.83596 3.63534 -0.18300 0.043
H -1.06054 4.15904 1.33997 0.057
H 1.86867 0.23452 -2.74318 0.071
H 1.46841 -0.99314 -1.50182 0.013
H 2.75389 0.17430 -1.18309 0.043
H 1.42063 2.99283 -2.32482 0.092
H 2.33507 2.87642 -0.77906 0.051
H 0.70521 3.60642 -0.79555 0.050
H -0.61321 1.52296 -2.98917 0.075
H -1.60389 2.00024 -1.56729 0.033
H -1.38572 0.28071 -1.95929 -0.004
C -0.57607 -2.87072 -4.78540 -0.526
C -1.68774 -2.81218 -5.65246 -0.035
C -1.93824 -3.86731 -6.52474 0.023
C -1.09216 -4.98621 -6.55694 0.087
C 0.08233 -4.99447 -5.77664 0.051
C 0.36612 -3.92991 -4.88719 -0.019
S -0.54753 -1.58851 -3.57367 0.848
H -1.19351 -2.30077 -2.46937 0.000
H -2.32279 -1.92973 -5.58505 0.124
H -2.79860 -3.80718 -7.19170 0.146
H -1.33349 -5.84491 -7.19671 0.162
H 0.79200 -5.83289 -5.88025 0.154
H 1.28576 -3.90245 -4.27761 0.132
C -0.40596 -0.23700 6.50820 0.004
C -0.36202 0.11543 5.11570 -0.200
N -0.37393 0.30011 3.96523 0.011
H 0.47250 -0.82707 6.78688 0.118
H -1.30933 -0.84147 6.66568 0.124
H -0.43527 0.66657 7.12750 0.120
```

---

Density functional theory data (wB97M-V/def2-TZVPD) for a cluster of 14 separate species, C38H111N15O17 in total.

The calculation puts the gap between HOMO and LUMO at 0.3301 hartree. The total energy comes out at -98363.85851 eV. Its spin multiplicity is 1. The calculation puts the HOMO energy at -8.8 eV. For the molecular weight, the calculation gives 1050.39 g mol⁻¹. The total charge is 0.

```
181
Properties=species:S:1:pos:R:3:lowdin_charge:R:1
C -36.09038 3.65355 6.82558 -0.060
C -36.79072 4.66795 7.69731 -0.452
C -37.76466 4.02327 8.68404 -0.194
O -38.74994 4.88325 9.25626 -0.208
C -39.77913 4.22518 9.93712 -0.111
N -35.83381 5.50619 8.43326 0.045
H -35.27346 4.15791 6.30756 0.079
H -36.75202 3.21544 6.07737 0.061
H -35.65532 2.86830 7.44663 0.086
H -37.34748 5.33606 7.02803 0.102
H -37.27776 3.46410 9.48823 0.134
H -38.30981 3.27214 8.09571 0.116
H -40.44786 3.67464 9.27032 0.075
H -40.26729 4.99030 10.53878 0.093
H -39.39517 3.51544 10.68396 0.093
H -35.59655 6.27937 7.81767 0.063
H -36.21028 5.99439 9.23807 0.071
C -38.21669 1.76219 0.48274 -0.043
C -38.03774 1.54697 1.99781 -0.441
C -38.81677 2.56416 2.82970 -0.188
O -38.76828 3.92735 2.42090 -0.232
C -37.48492 4.52208 2.45683 -0.066
N -38.44147 0.16503 2.26746 0.049
H -37.81201 0.88454 -0.02299 0.081
H -37.71336 2.63543 0.07475 0.076
H -39.29087 1.73116 0.28420 0.078
H -36.98795 1.73955 2.23530 0.130
H -38.51156 2.52568 3.88427 0.120
H -39.88290 2.32551 2.83073 0.094
H -36.71992 3.92324 1.95723 0.091
H -37.20844 4.50866 3.52097 0.088
H -37.50534 5.54276 2.09003 0.080
H -38.59052 0.14974 3.27905 0.073
H -39.39958 0.05811 1.93627 0.071
C -44.71620 5.99079 5.12251 -0.039
C -43.23932 6.01130 4.67090 -0.387
C -42.27808 5.21273 5.53756 -0.173
O -40.95097 5.31868 5.02999 -0.209
C -40.08147 4.62245 5.92661 -0.084
N -43.19034 5.62890 3.26060 0.072
H -44.80288 6.43653 6.11900 0.068
H -45.07045 4.97330 5.30884 0.048
H -45.31062 6.56966 4.42036 0.067
H -42.90679 7.05240 4.72904 0.113
H -42.50096 4.13815 5.57376 0.116
H -42.40218 5.52804 6.58008 0.116
H -39.95437 5.26371 6.80115 0.077
H -39.12305 4.58928 5.40110 0.070
H -40.32736 3.58338 6.15344 0.094
H -43.52165 4.66717 3.27544 0.074
H -42.17194 5.60389 3.15555 0.054
C -48.83835 3.31887 4.04702 -0.042
C -48.12852 4.64580 3.76190 -0.413
C -48.83692 5.50343 2.75770 -0.212
O -47.96703 6.60776 2.51659 -0.213
C -48.35269 7.25124 1.30254 -0.104
N -47.97924 5.33074 5.08901 0.056
H -49.89850 3.54843 4.17557 0.085
H -48.44997 2.72157 4.86327 0.061
H -48.67957 2.73406 3.13966 0.075
H -47.13966 4.40345 3.36902 0.115
H -49.83173 5.82783 3.08551 0.135
H -49.02887 4.91609 1.85256 0.129
H -48.26164 6.63393 0.40609 0.092
H -47.81996 8.18330 1.12159 0.097
H -49.40996 7.52547 1.39889 0.089
H -48.88498 5.21288 5.53892 0.081
H -47.92878 6.32227 4.85625 0.030
C -39.16132 7.93863 7.67237 -0.043
C -39.16458 8.52537 6.24820 -0.349
C -38.16937 7.81575 5.34876 -0.227
O -37.80161 8.62192 4.24900 -0.187
C -36.51333 8.32732 3.74887 -0.097
N -40.52659 8.27762 5.68971 0.051
H -39.98129 7.24908 7.86751 0.060
H -39.28952 8.79320 8.34075 0.078
H -38.23103 7.44821 7.95747 0.062
H -39.02389 9.60361 6.17759 0.147
H -38.41912 6.76884 5.12976 0.109
H -37.22881 7.64167 5.90181 0.110
H -36.34782 7.24822 3.68834 0.076
H -35.77233 8.82097 4.38079 0.095
H -36.46005 8.66712 2.71437 0.090
H -40.54429 7.26813 5.52468 0.052
H -40.53653 8.69709 4.76003 0.084
C -43.07996 1.79198 9.92196 -0.054
C -43.60952 2.74502 11.03614 -0.402
C -43.98755 4.10781 10.48953 -0.235
O -42.95050 4.77983 9.83701 -0.209
C -43.20047 6.02550 9.20023 -0.077
N -44.72081 2.06638 11.71971 0.031
H -42.33425 2.23923 9.26355 0.047
H -43.94217 1.46928 9.33811 0.040
H -42.53752 0.92881 10.31027 0.073
H -42.93608 2.82768 11.89402 0.129
H -44.39641 4.70304 11.32378 0.123
H -44.86996 4.08595 9.83079 0.086
H -43.56189 6.71919 9.96508 0.094
H -44.00758 5.80719 8.49203 0.072
H -42.25390 6.32018 8.75919 0.068
H -45.38449 1.74579 11.01591 0.054
H -45.21331 2.79566 12.23152 0.064
C -43.22640 0.93478 6.35877 -0.050
C -43.82336 1.52457 5.07991 -0.402
C -42.70764 1.72948 3.98101 -0.196
O -43.23654 2.45436 2.89489 -0.234
C -42.34835 2.65182 1.77238 -0.040
N -44.79187 0.53618 4.56513 0.053
H -42.85781 -0.07323 6.17011 0.085
H -44.06024 1.01682 7.05571 0.052
H -42.39026 1.44032 6.85113 0.068
H -44.28090 2.49785 5.26299 0.115
H -42.36545 0.71344 3.74504 0.126
H -41.82642 2.16682 4.46885 0.108
H -41.51918 3.22711 2.21117 0.063
H -42.60687 3.42886 1.05388 0.094
H -41.97222 1.70120 1.40253 0.099
H -44.32356 -0.01841 3.85593 0.079
H -45.51391 1.00758 4.03284 0.044
C -45.97955 2.94511 1.09633 -0.218
C -46.80658 2.26898 0.02023 -0.241
O -46.04234 1.35241 -0.74941 -0.062
O -45.82045 2.07198 2.22271 -0.101
H -46.51828 3.83464 1.42558 0.088
H -45.01076 3.28005 0.72410 0.112
H -47.16125 3.04795 -0.66331 0.122
H -47.63599 1.72424 0.48375 0.119
H -46.53514 1.22050 -1.56299 0.080
H -44.92748 2.19813 2.59414 0.029
C -39.78946 7.14484 1.96724 -0.251
C -40.59310 8.35712 1.63170 -0.226
O -41.80628 8.38643 2.37584 -0.063
O -40.40595 5.91209 1.60287 -0.081
H -39.46832 7.01264 3.00558 0.101
H -38.82537 7.29549 1.45638 0.115
H -40.89670 8.28300 0.57516 0.114
H -40.13063 9.34306 1.61917 0.127
H -42.13881 7.48554 2.29002 0.026
H -39.82855 5.16608 1.87161 0.044
C -47.52669 8.19239 9.96562 -0.201
C -46.81136 7.34706 8.90918 -0.213
O -46.67033 6.02123 9.49032 -0.094
O -48.96501 8.16064 9.77276 -0.082
H -47.35543 9.25231 9.76711 0.119
H -47.29387 7.91192 10.99080 0.125
H -45.84258 7.74901 8.61569 0.088
H -47.39290 7.35191 7.98420 0.094
H -47.52589 5.76518 9.84495 0.085
H -49.25490 7.27755 10.02872 0.072
C -46.10357 2.79005 7.69089 -0.619
O -45.66576 2.48753 8.80233 -0.005
N -46.40865 1.91666 6.67751 0.166
N -46.20882 4.07331 7.27078 0.163
H -46.58854 2.42031 5.83149 0.063
H -46.31472 0.91958 6.66246 0.101
H -46.94448 4.37588 6.62821 0.060
H -46.00015 4.77525 7.97296 0.061
C -46.88837 8.87903 5.44490 -0.642
O -45.91522 8.99543 4.69888 0.008
N -48.14542 8.49294 5.07599 0.152
N -46.80565 9.11792 6.78236 0.149
H -48.83404 8.64722 5.78584 0.099
H -48.41549 8.37261 4.11486 0.094
H -45.89175 9.32436 7.21283 0.046
H -47.66772 9.06717 7.28805 0.078
C -43.47236 9.42870 7.64793 -0.626
O -44.58232 9.66119 8.16353 -0.028
N -43.23993 9.19862 6.34118 0.188
N -42.33987 9.29089 8.39798 0.172
H -44.00779 9.18472 5.67743 0.080
H -42.29822 8.98663 6.00328 0.050
H -42.45755 9.45159 9.38133 0.110
H -41.49617 9.11562 7.88202 0.055
C -44.43026 6.47351 -0.36268 -0.678
O -45.09422 6.64255 -1.38526 -0.004
N -43.06067 6.45533 -0.39888 0.164
N -44.92201 6.38363 0.89167 0.178
H -42.49745 6.61890 -1.20718 0.103
H -42.65754 6.27341 0.50408 0.047
H -44.32580 6.35948 1.70854 0.050
H -45.89753 6.54291 1.07389 0.070
```

---

molecular weight of number 1 (C19H40NP3PbS)? 614.73 g mol⁻¹

---

Which formula does entry 2 have? C38H111N15O17

---

Which value of spin multiplicity does entry 2 give? 1